[1]
Formula: C38H31BrN3O5SSc
Source: the OMol25 dataset
Level of theory: wB97M-V/def2-TZVPD

Energy relative to the best compared isomer or geometry (same formula, charge and spin): 0.000 eV
Net charge: -2
HOMO level: -0.67 eV
Kohn-Sham gap: 4.537 eV
DFT total energy: -5740.166192 hartree

Structure (XYZ):
```
80
Properties=species:S:1:pos:R:3:lowdin_charge:R:1
Sc 0.164 2.064 1.360 0.9632
O 3.158 -0.305 2.992 0.0694
C 2.055 -0.050 2.550 -0.5618
O 1.772 0.992 1.820 -0.0994
C 0.880 -1.017 2.768 -0.0750
C 0.165 -1.293 1.438 -0.2291
C -0.719 -2.534 1.534 -0.0702
C -1.892 -2.013 2.401 -0.0920
C -1.473 -0.558 2.633 -0.2534
O -0.818 -0.225 1.394 -0.1302
C -0.314 -0.489 3.641 -0.0857
C -0.160 0.944 4.172 -0.5775
O 0.150 1.137 5.335 0.0599
O -0.437 1.861 3.303 -0.1468
H 1.293 -1.928 3.196 0.1517
H 0.781 -1.233 0.552 0.1051
H -0.186 -3.375 1.975 0.1183
H -1.053 -2.822 0.537 0.1159
H -2.009 -2.551 3.343 0.1116
H -2.836 -2.068 1.855 0.0852
H -2.268 0.163 2.814 0.1417
H -0.471 -1.146 4.495 0.1473
C -4.648 0.242 1.210 -0.0452
N -3.673 0.271 0.147 -0.1162
C -3.483 -0.721 -0.806 -0.0477
C -2.460 -0.327 -1.590 0.0025
N -2.050 0.915 -1.137 -0.0105
C -2.783 1.269 -0.058 -0.7084
S -2.533 2.662 0.875 0.7055
C -0.977 1.685 -1.656 -0.2805
C -1.006 2.208 -2.913 -0.0762
C 0.081 2.909 -3.443 -0.1563
C 1.115 3.187 -2.528 -0.1413
C 1.161 2.660 -1.279 -0.1444
N 0.288 1.512 -0.928 -0.1358
H -5.656 0.197 0.794 0.0890
H -4.531 1.155 1.790 0.0548
H -4.485 -0.621 1.858 0.0766
H -4.081 -1.615 -0.818 0.1158
H -1.955 -0.810 -2.410 0.1130
H -1.941 2.124 -3.460 0.1102
H 0.033 3.382 -4.412 0.0588
H 1.889 3.905 -2.783 0.0970
H 1.974 2.819 -0.580 0.0923
Br 0.465 8.980 2.589 0.6185
C 0.465 7.101 2.195 -0.7070
C -0.242 6.237 3.006 -0.1563
C -0.226 4.878 2.705 -0.1463
C 0.462 4.333 1.603 -0.1937
C 1.154 5.274 0.826 -0.1317
C 1.172 6.638 1.104 -0.1601
H -0.791 6.614 3.860 0.0873
H -0.768 4.216 3.372 0.0757
H 1.690 4.950 -0.059 0.0662
H 1.719 7.329 0.474 0.0859
C 0.840 0.277 -1.283 -0.0310
C 1.240 -0.804 -1.648 -0.0165
C 1.512 -2.152 -2.000 -0.1947
C 0.634 -2.717 -2.990 -0.1809
C -0.097 -1.871 -3.868 -0.0741
C -1.006 -2.363 -4.781 -0.1354
C -1.256 -3.730 -4.894 -0.1571
C -0.558 -4.581 -4.045 -0.1372
C 0.356 -4.100 -3.124 -0.0676
C 2.510 -2.860 -1.241 -0.1797
C 2.983 -4.154 -1.567 -0.0724
C 3.930 -4.804 -0.793 -0.1374
C 4.472 -4.214 0.343 -0.1490
C 4.062 -2.921 0.663 -0.1049
C 3.123 -2.263 -0.107 -0.0448
H 0.074 -0.802 -3.811 0.0985
H -1.527 -1.660 -5.425 0.0894
H -1.969 -4.114 -5.614 0.0711
H -0.740 -5.651 -4.085 0.0843
H 0.830 -4.807 -2.455 0.0776
H 2.627 -4.643 -2.464 0.0776
H 4.255 -5.796 -1.094 0.0832
H 5.204 -4.736 0.948 0.0739
H 4.472 -2.405 1.524 0.0929
H 2.865 -1.241 0.155 0.0943
```



[2]
Formula: C2H8N2
Source: the OMol25 dataset
Level of theory: wB97M-V/def2-TZVPD

Structure (SMILES): NCCN
Energy relative to the best compared isomer or geometry (same formula, charge and spin): 0.262 eV
HOMO level: -9.34 eV
Kohn-Sham gap: 10.513 eV
DFT total energy: -190.489233 hartree

Structure (XYZ):
```
12
Properties=species:S:1:pos:R:3:lowdin_charge:R:1
C -0.204 0.678 -0.483 -0.3463
C 0.179 -0.419 0.492 -0.3060
H -2.081 -0.072 -0.821 0.0528
H -2.133 1.271 0.123 0.1017
H 0.294 1.625 -0.172 0.1195
H 0.288 0.429 -1.477 0.1193
H -0.333 -1.379 0.256 0.1022
H -0.068 -0.136 1.563 0.1196
H 1.912 -1.389 1.104 0.0532
H 2.092 -0.850 -0.397 0.0685
N -1.620 0.824 -0.709 -0.0387
N 1.675 -0.582 0.521 -0.0459
```



[3]
Formula: C3H5N3
Source: the OMol25 dataset
Level of theory: wB97M-V/def2-TZVPD

Structure (SMILES): Cn1ccnn1
Energy relative to the best compared isomer or geometry (same formula, charge and spin): 1.702 eV
HOMO level: -9.71 eV
Kohn-Sham gap: 10.547 eV
DFT total energy: -281.527496 hartree

Structure (XYZ):
```
11
Properties=species:S:1:pos:R:3:lowdin_charge:R:1
C -1.625 -0.010 -0.015 -0.0242
N -0.222 -0.161 -0.331 -0.2071
C 0.735 0.730 -0.010 -0.0948
C 1.876 -0.005 0.049 -0.1626
N 1.593 -1.290 -0.314 -0.0034
N 0.321 -1.378 -0.530 0.0169
H -2.101 -0.978 -0.165 0.0875
H -1.732 0.280 1.040 0.0928
H -2.065 0.756 -0.654 0.0870
H 0.573 1.775 0.196 0.1181
H 2.648 0.282 0.734 0.0897
```



[4]
Formula: C13H19Cl2O5Pt
Source: the OMol25 dataset
Level of theory: wB97M-V/def2-TZVPD

Energy relative to the best compared isomer or geometry (same formula, charge and spin): 0.653 eV
Net charge: -1
HOMO level: -4.99 eV
Kohn-Sham gap: 7.209 eV
DFT total energy: -1922.703268 hartree

Structure (XYZ):
```
40
Properties=species:S:1:pos:R:3:lowdin_charge:R:1
Pt -0.887 0.513 -0.118 0.9045
O 2.594 1.718 -1.894 0.0420
C 1.717 0.976 -1.477 -0.5612
O 0.733 1.466 -0.773 -0.1683
C 1.917 -0.529 -1.698 -0.1077
C 2.145 -1.297 -0.376 -0.2618
C 2.913 -2.597 -0.678 -0.1032
C 1.785 -3.477 -1.278 -0.1084
C 0.610 -2.488 -1.263 -0.2675
O 0.848 -1.788 -0.037 -0.1056
C 0.833 -1.432 -2.363 -0.1161
C -0.445 -0.752 -2.885 -0.6393
O -0.560 -0.620 -4.100 0.0180
O -1.324 -0.425 -2.013 -0.2125
H 2.824 -0.553 -2.298 0.1400
H 2.537 -0.697 0.442 0.1605
H 3.310 -3.031 0.240 0.1043
H 3.743 -2.431 -1.364 0.1091
H 1.570 -4.332 -0.636 0.1047
H 2.008 -3.845 -2.280 0.1077
H -0.387 -2.922 -1.246 0.1545
H 1.271 -1.911 -3.239 0.1394
C -0.241 3.624 2.906 -0.1085
C -0.364 3.000 1.516 -0.5340
C -1.404 3.752 0.692 -0.1071
C -0.689 1.511 1.626 -0.3476
H 0.023 4.685 2.850 0.0655
H 0.523 3.117 3.501 0.0661
H -1.189 3.547 3.449 0.0699
H 0.598 3.090 1.006 0.1141
H -2.395 3.656 1.151 0.0723
H -1.464 3.354 -0.321 0.0581
H -1.166 4.818 0.629 0.0679
H -1.661 1.394 2.139 0.0354
H 0.070 1.041 2.267 0.0496
Cl -2.861 -1.123 0.838 0.5975
C -4.212 -1.960 1.615 -0.9867
Cl -3.824 -3.644 2.000 0.5042
H -5.049 -1.957 0.928 0.0254
H -4.451 -1.451 2.540 0.0250
```



[5]
Formula: C16H30NOYb
Source: the OMol25 dataset
Level of theory: wB97M-V/def2-TZVPD

Net charge: +2
Spin multiplicity: 2
HOMO level (spin up / spin down): -15.93 / -15.91 eV
Kohn-Sham gap (spin up / spin down): 8.886 / 7.996 eV
DFT total energy: -1915.751807 hartree

Structure (XYZ):
```
49
Properties=species:S:1:pos:R:3:lowdin_charge:R:1
C 1.883 2.598 -0.164 -0.0925
H 2.167 2.991 0.821 0.0910
H 2.614 2.961 -0.894 0.0889
H 2.064 1.520 -0.133 0.0273
C 0.414 2.901 -0.592 -0.3127
H 0.013 2.101 -1.248 0.0523
H -0.292 3.016 0.244 0.1003
C 0.450 4.188 -1.412 -0.1042
H -0.516 4.609 -1.699 0.0837
H 1.007 4.960 -0.886 0.0909
H 0.971 3.968 -2.340 0.0758
C -0.446 -2.411 -1.376 -0.3156
C -0.852 -1.276 -2.144 -0.3238
C 0.299 -0.520 -2.453 -0.3102
C 1.412 -1.157 -1.862 -0.3227
C 0.965 -2.321 -1.194 -0.3258
C 1.794 -3.076 -0.203 0.0029
C 2.834 -0.776 -2.082 0.0022
C 0.389 0.630 -3.405 -0.0034
C -2.247 -0.782 -2.291 -0.0007
C -1.339 -3.107 -0.403 -0.0138
Yb -0.040 -0.648 -0.175 1.8001
H 3.459 -1.063 -1.223 0.0859
H 3.252 -1.281 -2.973 0.1245
H 2.930 0.308 -2.248 0.0838
H 2.775 -2.588 -0.082 0.0898
H 1.320 -3.163 0.796 0.0912
H 1.979 -4.094 -0.575 0.1240
H -2.292 -2.566 -0.228 0.0957
H -1.592 -4.105 -0.790 0.1283
H -0.836 -3.269 0.577 0.0929
H -2.262 0.213 -2.759 0.0922
H -2.833 -1.452 -2.938 0.1245
H -2.786 -0.720 -1.323 0.0901
H 1.174 1.337 -3.103 0.0801
H 0.655 0.293 -4.422 0.1221
H -0.563 1.170 -3.485 0.0858
C -0.487 -0.772 4.703 0.0027
N -1.501 0.073 4.076 -0.1538
C -2.553 0.665 4.897 -0.0010
C -1.440 0.326 2.775 -0.2585
O -0.500 -0.057 2.016 -0.1909
H -0.751 -0.841 5.758 0.0992
H 0.514 -0.339 4.588 0.1092
H -0.485 -1.774 4.252 0.1048
H -2.499 1.762 4.835 0.1107
H -3.536 0.361 4.508 0.1091
H -2.402 0.318 5.926 0.1039
H -2.284 0.892 2.332 0.1638
```



[6]
Formula: C2ClO2S
Source: the OMol25 dataset
Level of theory: wB97M-V/def2-TZVPD

Energy relative to the best compared isomer or geometry (same formula, charge and spin): 0.342 eV
Net charge: -1
HOMO level: -4.63 eV
Kohn-Sham gap: 8.121 eV
DFT total energy: -1085.142425 hartree

Structure (XYZ):
```
6
Properties=species:S:1:pos:R:3:lowdin_charge:R:1
C 1.052 0.647 0.361 -1.2108
C -1.568 -0.172 -0.362 -0.2652
O 0.707 1.064 1.396 -0.0447
O -2.396 -0.831 -0.835 -0.0756
S 1.973 0.768 -0.941 0.5282
Cl 0.232 -1.476 0.382 0.0680
```